[1]
Density functional theory data (wB97M-V/def2-TZVPD) for C25H21BCl4F5N4O5RuS as an isolated structure.

Results
**2S+1**: 1
**Charge**: +1
**HOMO-LUMO gap (spin up / spin down)**: 5.8276 / 5.8736 eV
**Relative energy (zero: lowest compared OMol25 entry of this formula, charge and spin)**: 0.498 eV
**LUMO energy (spin up / spin down)**: -4.037 / -4.037 eV
**E_HOMO (spin up / spin down)**: -9.86 / -9.91 eV

Each line ends with the Mulliken charge.
Cartesian coordinates (Å):
Ru -0.078 0.041 0.228  0.716
C 6.116 -1.820 4.375  -1.025
C 5.748 -0.375 4.076  -1.040
N 4.768 -0.264 2.988  0.238
C 3.464 -0.191 3.304  -0.225
C 2.435 -0.075 2.413  -0.511
C 1.043 -0.010 3.027  0.336
O 0.966 -0.051 4.243  -0.748
O 0.057 0.079 2.220  -0.349
C 2.743 0.003 1.034  1.523
O 1.933 0.225 0.096  -0.508
C 4.152 -0.151 0.676  0.841
C 4.521 -0.158 -0.672  -0.487
C 5.831 -0.278 -1.026  0.112
F 6.155 -0.235 -2.335  -0.339
C 6.849 -0.420 -0.068  -1.632
C 6.482 -0.426 1.265  -0.519
C 5.144 -0.274 1.656  0.075
N 8.219 -0.576 -0.402  0.260
C 8.627 -0.987 -1.741  -0.743
C 10.119 -1.370 -1.684  -0.707
N 10.468 -1.677 -0.258  -0.147
C 10.425 -0.428 0.581  -0.738
C 9.181 0.365 0.159  -0.664
H 6.873 -1.858 5.159  0.374
H 6.506 -2.324 3.490  0.315
H 5.243 -2.373 4.720  0.349
H 6.622 0.220 3.816  0.452
H 5.302 0.096 4.949  0.477
H 3.206 -0.208 4.357  0.584
H 3.759 -0.042 -1.430  0.682
H 7.251 -0.585 2.009  0.699
H 8.504 -0.201 -2.491  0.439
H 8.029 -1.841 -2.050  0.511
H 10.772 -0.558 -1.998  0.348
H 10.336 -2.244 -2.293  0.375
H 11.374 -2.138 -0.182  0.333
H 9.750 -2.310 0.102  0.377
H 11.347 0.124 0.408  0.371
H 10.389 -0.744 1.622  0.422
H 9.449 1.128 -0.582  0.316
H 8.761 0.882 1.016  0.505
Cl -0.091 5.628 -3.579  -0.153
C -0.032 4.020 -3.006  0.503
C 0.051 2.939 -3.984  0.445
Cl 0.088 3.343 -5.645  -0.159
C 0.099 1.642 -3.594  -0.181
Cl 0.201 0.334 -4.694  -0.158
C 0.038 1.334 -2.196  0.213
O 0.002 0.159 -1.744  -0.156
C -0.042 2.406 -1.217  0.809
O -0.096 2.073 -0.013  -0.782
C -0.065 3.769 -1.673  -0.090
Cl -0.167 4.995 -0.489  -0.152
S -1.129 -4.272 0.744  -0.157
C -0.297 -4.073 -0.737  -0.201
C 0.170 -2.809 -0.840  -1.035
N -0.111 -2.019 0.250  0.593
C -0.799 -2.669 1.156  -0.282
H -0.218 -4.870 -1.455  0.445
H 0.698 -2.381 -1.677  0.429
H -1.142 -2.202 2.068  0.480
F -2.593 0.956 -1.329  -0.298
B -2.970 -0.129 -0.536  0.368
F -2.119 -0.023 0.712  -0.427
F -2.605 -1.333 -1.132  -0.417
F -4.269 -0.093 -0.139  -0.287

***

[2]
Density functional theory data (wB97M-V/def2-TZVPD) for C25H21BCl72FNO3Si2 as an isolated structure.

Results
**2S+1**: 1
**Charge**: 0
**HOMO-LUMO gap**: 8.8310 eV
**LUMO energy**: -0.081 eV
**E_HOMO**: -8.91 eV

Each line ends with the Mulliken charge.
Cartesian coordinates (Å):
C 2.001 1.450 -1.118  -0.668
C 0.655 0.884 -0.707  1.011
O -0.154 1.934 -0.184  -0.253
C -1.036 1.564 0.863  -0.454
C -2.462 1.965 0.495  0.222
Si -3.422 0.842 -0.677  -0.970
C -3.860 -0.811 0.117  -0.840
C -2.789 -1.893 0.180  0.677
C -2.547 -2.385 1.592  -1.689
F -1.562 -1.455 -0.364  -0.067
O -2.569 0.672 -2.107  0.008
Si -3.207 -0.330 -3.271  0.593
B -5.173 1.800 -1.038  1.489
N -6.177 1.748 -0.017  -0.350
O -5.442 2.523 -2.201  -0.623
H 2.462 0.811 -1.878  0.170
H 1.865 2.438 -1.558  -0.177
H 2.671 1.530 -0.256  0.359
H 0.813 0.089 0.026  -0.298
H 0.149 0.478 -1.593  -0.162
H -0.947 0.507 1.132  -0.123
H -0.737 2.140 1.753  0.399
H -2.373 2.925 -0.033  0.177
H -3.062 2.178 1.388  0.047
H -4.245 -0.601 1.121  0.424
H -4.690 -1.202 -0.468  0.453
H -3.139 -2.754 -0.394  0.278
H -3.515 -2.612 2.043  0.460
H -1.934 -3.280 1.575  0.279
H -2.032 -1.606 2.165  0.371
H -2.455 -0.096 -4.515  -0.206
H -2.981 -1.735 -2.855  -0.227
H -4.660 -0.111 -3.424  -0.219
H -5.772 1.969 0.892  -0.079
H -6.929 2.415 -0.183  0.240
H -4.687 3.113 -2.367  0.082
C 0.909 -1.180 -5.056  -0.014
Cl -0.356 -1.392 -6.269  -0.091
Cl 1.468 0.494 -5.068  0.027
Cl 0.271 -1.559 -3.457  0.053
Cl 2.264 -2.259 -5.428  -0.045
C -1.533 -6.981 -0.828  0.023
Cl -3.217 -7.325 -0.374  -0.073
Cl -1.112 -7.989 -2.210  -0.066
Cl -1.335 -5.285 -1.271  0.062
Cl -0.459 -7.370 0.532  0.019
C -7.458 -5.519 0.466  0.284
Cl -7.644 -3.796 0.768  -0.035
Cl -6.708 -6.314 1.857  -0.067
Cl -9.048 -6.233 0.167  -0.084
Cl -6.429 -5.770 -0.956  -0.102
C -1.852 5.436 -3.557  0.124
Cl -2.234 7.144 -3.338  -0.102
Cl -1.695 5.077 -5.275  -0.097
Cl -0.356 5.050 -2.721  0.110
Cl -3.183 4.472 -2.877  -0.112
C 2.765 -6.547 -3.483  0.060
Cl 2.220 -7.734 -4.672  -0.098
Cl 4.528 -6.573 -3.377  -0.100
Cl 2.247 -4.927 -3.970  0.013
Cl 2.067 -6.951 -1.912  0.064
C 5.622 -0.251 -4.400  0.024
Cl 4.662 -1.103 -3.184  0.105
Cl 4.756 1.176 -4.966  0.050
Cl 7.152 0.254 -3.686  -0.028
Cl 5.929 -1.330 -5.766  -0.106
C -8.849 -4.719 5.332  0.314
Cl -10.348 -4.680 6.264  -0.103
Cl -9.174 -5.289 3.696  -0.016
Cl -8.158 -3.093 5.259  -0.092
Cl -7.698 -5.810 6.113  -0.106
C -4.516 4.397 3.291  0.211
Cl -3.955 4.995 1.728  -0.045
Cl -3.124 4.034 4.316  -0.007
Cl -5.516 5.621 4.068  -0.102
Cl -5.481 2.928 3.039  -0.140
C 0.134 5.794 6.565  0.265
Cl 0.682 6.342 4.978  -0.047
Cl 1.541 5.472 7.577  -0.083
Cl -0.866 7.038 7.314  -0.100
Cl -0.840 4.317 6.383  -0.019
C 2.716 -8.286 3.113  0.210
Cl 3.532 -7.015 4.031  -0.063
Cl 2.490 -7.716 1.452  0.040
Cl 3.711 -9.743 3.120  -0.103
Cl 1.139 -8.639 3.826  -0.098
C 7.179 -2.053 0.111  0.236
Cl 8.525 -1.341 -0.783  -0.074
Cl 7.823 -2.947 1.494  -0.105
Cl 6.104 -0.771 0.674  -0.058
Cl 6.282 -3.153 -0.939  -0.036
C 0.120 2.317 10.732  0.253
Cl 1.206 3.487 11.493  -0.108
Cl -0.205 2.826 9.074  0.018
Cl 0.884 0.726 10.732  -0.092
Cl -1.395 2.245 11.637  -0.105
C 1.461 -0.449 6.586  0.107
Cl 1.338 1.313 6.585  -0.009
Cl 0.165 -1.144 7.564  -0.117
Cl 1.336 -1.063 4.936  0.092
Cl 3.027 -0.910 7.262  -0.114
C 2.060 -3.622 1.952  -0.039
Cl 1.717 -1.884 1.897  0.054
Cl 0.883 -4.448 2.975  -0.098
Cl 1.995 -4.281 0.320  0.264
Cl 3.660 -3.849 2.643  -0.083
C 1.107 6.737 0.845  0.135
Cl 0.247 5.523 1.802  0.019
Cl 2.151 7.682 1.915  -0.115
Cl 2.092 5.967 -0.402  0.016
Cl -0.071 7.806 0.077  -0.088
C 4.382 5.522 -3.790  0.215
Cl 3.682 4.229 -2.806  0.026
Cl 5.486 6.482 -2.803  -0.096
Cl 5.261 4.812 -5.147  -0.073
Cl 3.084 6.555 -4.397  -0.067
C 10.140 1.172 -6.092  0.295
Cl 11.470 1.922 -6.979  -0.108
Cl 10.784 0.300 -4.695  -0.090
Cl 9.020 2.417 -5.538  -0.040
Cl 9.288 0.043 -7.147  -0.074
C 2.400 5.213 -8.615  0.271
Cl 3.034 3.565 -8.641  -0.071
Cl 1.658 5.581 -10.174  -0.108
Cl 1.189 5.355 -7.338  0.000
Cl 3.718 6.347 -8.307  -0.085

***

[3]
Density functional theory data (wB97M-V/def2-TZVPD) for C25H21Cl3FIrN4O9 as an isolated structure.

Results
**2S+1**: 5
**⟨S²⟩**: 6.05
**Charge**: 0
**HOMO-LUMO gap (spin up / spin down)**: 4.9204 / 4.8669 eV
**Relative energy (zero: lowest compared OMol25 entry of this formula, charge and spin)**: 3.246 eV
**LUMO energy (spin up / spin down)**: -1.216 / -2.764 eV
**E_HOMO (spin up / spin down)**: -6.14 / -7.63 eV

Each line ends with the Mulliken charge.
Cartesian coordinates (Å):
Ir 0.476 -3.392 -2.162  2.237
C 4.804 2.316 -0.112  -1.083
C 4.237 1.071 0.588  -0.725
N 3.238 0.299 -0.280  0.398
C 3.654 -0.850 -0.954  -0.483
C 2.896 -1.501 -1.885  0.209
C 3.423 -2.844 -2.239  0.776
O 4.586 -3.253 -2.143  -0.638
O 2.370 -3.599 -2.633  -0.650
C 1.688 -0.952 -2.188  0.015
O 0.709 -1.651 -2.839  -1.007
C 1.221 0.223 -1.642  1.069
C 0.032 0.932 -2.152  -1.418
C -0.348 1.975 -1.384  0.864
F -1.430 2.693 -1.796  -0.434
C 0.279 2.393 -0.229  -1.845
C 1.488 1.865 0.142  -0.398
C 2.004 0.836 -0.633  0.459
N -0.556 2.936 0.852  0.594
C -1.492 2.035 1.530  0.625
C -1.436 2.474 2.990  -1.035
N -0.994 3.971 3.007  -0.185
C -1.696 4.726 1.960  -0.527
C -1.145 4.238 0.650  -0.524
H 5.438 2.887 0.557  0.401
H 3.978 2.975 -0.549  0.225
H 5.411 1.944 -0.895  0.370
H 3.823 1.428 1.534  0.348
H 4.852 0.165 0.767  0.415
H 4.489 -1.301 -0.438  0.401
H -0.548 0.805 -3.050  0.668
H 1.979 2.377 0.941  0.335
H -1.223 0.952 1.542  -0.355
H -2.519 2.063 1.078  0.329
H -0.676 1.940 3.537  0.371
H -2.365 2.407 3.573  0.363
H -0.007 3.857 2.632  0.398
H -0.905 4.426 3.943  0.310
H -1.620 5.836 2.128  0.352
H -2.748 4.443 2.279  0.329
H -0.366 4.883 0.202  0.385
H -1.917 4.202 -0.046  0.414
O -6.356 -1.539 -0.987  -0.634
C -5.811 -2.490 -0.542  0.523
O -6.014 -3.407 0.204  -0.637
C -4.179 -2.719 -1.086  0.049
C -3.371 -1.628 -1.355  -1.001
C -2.042 -1.873 -1.692  0.705
N -1.453 -3.001 -1.789  -0.283
C -2.241 -4.080 -1.500  0.026
C -3.512 -4.020 -1.127  -0.578
C -1.349 -5.478 -1.342  0.417
O -1.787 -6.542 -1.043  -0.456
O 0.107 -5.071 -1.538  -0.562
H -3.874 -0.677 -1.464  0.529
H -1.467 -0.994 -2.024  0.223
H -4.251 -4.720 -0.938  0.604
Cl 2.546 -2.705 2.309  -0.142
C 0.829 -2.269 2.258  0.700
Cl 0.604 -0.874 3.350  -0.182
Cl -0.231 -3.611 2.641  -0.105
C 0.361 -1.886 0.813  -0.137
O 0.999 -2.529 -0.074  -0.772
O -0.593 -1.118 0.746  -0.641